8
Properties=species:S:1:pos:R:3:lowdin_spin:R:1 method="wB97M-V/def2-TZVPD" spin_multiplicity=2 gap_ha="0.205 / 0.207" e_tot_ev=-21842.7759 lumo_energy_ev="-0.1199 / -0.5655" s_squared=1.24 total_charge=0 molar_mass_g_mol=217.150
H -1.477 0.416 0.587 0.00
O 0.420 1.393 -0.059 0.02
C -0.538 0.545 -0.127 0.00
C -0.187 -0.892 0.264 0.00
O 0.989 -1.251 0.286 0.01
F -1.163 0.447 -1.424 0.00
H -0.937 -1.496 0.816 0.00
Ce 2.893 0.838 -0.345 0.97

30
Properties=species:S:1:pos:R:3:mulliken_charge:R:1 method="wB97M-V/def2-TZVPD" relative_energy_ev=2.787 smiles="CCO[C@@H]1CCC(=O)N1S(=O)(=O)c1ccco1" spin_multiplicity=1 gap_ha=0.376 e_tot_ev=-33140.8604 lumo_energy_ev=0.4069 total_charge=0 molar_mass_g_mol=259.283
C -2.345 2.830 1.470 -1.04
C -1.929 2.686 -0.004 -0.26
O -2.077 1.326 -0.469 -0.44
C -0.835 0.607 -0.616 0.04
C -1.031 -0.357 -1.802 -0.86
C -1.400 -1.682 -1.056 -0.48
C -0.851 -1.481 0.341 0.21
O -0.488 -2.473 0.947 -0.58
N -0.640 -0.173 0.577 0.05
S 0.821 0.096 1.425 1.19
O 0.741 -0.380 2.834 -0.61
O 1.061 1.553 1.334 -0.65
C 2.096 -0.797 0.419 -0.09
C 2.717 -1.920 0.884 0.16
C 3.633 -2.298 -0.157 -0.70
C 3.500 -1.414 -1.221 -0.33
O 2.546 -0.474 -0.863 -0.31
H -2.213 3.880 1.783 0.35
H -3.390 2.533 1.574 0.30
H -1.771 2.167 2.105 0.23
H -0.903 3.003 -0.093 0.26
H -2.557 3.347 -0.591 0.39
H 0.003 1.278 -0.857 0.54
H -0.112 -0.452 -2.352 0.31
H -1.816 -0.042 -2.462 0.38
H -0.972 -2.553 -1.571 0.33
H -2.486 -1.822 -1.001 0.31
H 2.515 -2.380 1.850 0.50
H 4.159 -3.198 -0.229 0.41
H 4.023 -1.413 -2.202 0.39